Arrangement i

Below is a cluster of 2 separate species, C5H12NO2 in total, with properties calculated with wB97M-V/def2-TZVPD.

Structure (ORCA input):
```
! RIJCOSX wB97M-V def2-TZVPD def2/J DEFGRID3
* xyz 2 2
O 1.61 -0.96 -1.10
C 2.26 0.04 -0.98
C 2.13 0.93 0.27
C 1.06 0.41 1.21
C -0.31 0.30 0.65
C -1.39 0.26 1.44
N -2.64 -0.30 0.85
H 3.04 0.06 -1.79
H 3.13 0.90 0.72
H 1.95 1.97 -0.07
H 1.37 -0.46 1.79
H 1.03 1.13 2.06
H -0.41 0.20 -0.43
H -1.39 0.69 2.42
H -2.62 -0.20 -0.19
H -3.45 0.16 1.27
H -2.58 -1.30 1.07
H -2.02 0.09 -2.53
H -1.30 -1.25 -2.42
O -1.55 -0.48 -1.91
*
```

Results
M, g mol⁻¹: 118.16
Frontier orbital gap (spin up / spin down), eV: 9.275 / 5.450
Highest occupied orbital energy (spin up / spin down), eV: -18.2 / -18.1

---

Arrangement ii

Below is the ion C5H12NO2 with charge +2, with properties calculated with wB97M-V/def2-TZVPD.

Structure (ORCA input):
```
! RIJCOSX wB97M-V def2-TZVPD def2/J DEFGRID3
* xyz 2 2
C -2.02 -1.74 1.31
C -0.58 -1.44 0.88
C -0.35 0.02 0.51
C 0.01 0.22 -0.96
C 0.60 1.62 -1.30
O 1.83 1.44 -1.80
O 0.17 2.73 -1.14
N 0.43 -2.00 1.87
H -2.79 -0.98 1.20
H -2.26 -2.22 2.27
H -2.43 -2.51 0.66
H -0.52 -2.14 0.04
H 0.49 0.45 1.09
H -1.20 0.65 0.74
H 0.79 -0.44 -1.35
H -0.77 0.12 -1.73
H 2.23 2.28 -2.11
H -0.03 -2.48 2.65
H 0.95 -2.75 1.42
H 1.08 -1.33 2.29
*
```

Results
M, g mol⁻¹: 118.16
Frontier orbital gap (spin up / spin down), eV: 11.815 / 6.550
Highest occupied orbital energy (spin up / spin down), eV: -20.0 / -20.0

---

Most stable one: arrangement ii, least stable one: arrangement i.

---

Arrangement i

Below is a structure of composition H26NeO13, with properties calculated with wB97M-V/def2-TZVPD.

Structure (ORCA input):
```
! RIJCOSX wB97M-V def2-TZVPD def2/J DEFGRID3
* xyz 0 1
Ne -0.42 -0.02 -0.11
O 0.19 0.78 -2.83
H -0.48 0.24 -2.43
H 0.29 1.52 -2.24
O 0.67 1.40 3.34
H 0.66 0.47 3.14
H 1.04 1.82 2.56
O -0.87 -2.70 1.61
H -0.66 -2.95 0.71
H -1.77 -2.38 1.57
O -1.47 2.65 1.23
H -0.64 2.32 0.90
H -1.28 3.55 1.50
O 1.86 2.32 0.86
H 2.33 2.76 1.57
H 2.46 1.65 0.54
O -1.66 -1.30 -2.36
H -1.35 -1.98 -1.75
H -1.65 -1.73 -3.21
O -3.41 -1.72 1.17
H -3.87 -1.86 2.00
H -3.57 -0.80 0.96
O 2.65 -0.59 -2.62
H 1.91 0.03 -2.64
H 3.08 -0.47 -3.46
O 0.94 -1.19 3.07
H 1.81 -1.24 2.67
H 0.37 -1.65 2.46
O -0.23 -3.58 -0.95
H 0.50 -3.23 -1.46
H -0.79 -4.01 -1.60
O -3.64 0.95 0.28
H -3.01 1.54 0.70
H -3.72 1.28 -0.62
O 0.60 2.96 -1.53
H 1.05 2.66 -0.74
H 1.28 3.36 -2.06
O 3.63 0.10 -0.02
H 3.76 -0.59 0.63
H 3.41 -0.36 -0.83
*
```

Results
M, g mol⁻¹: 254.38
Frontier orbital gap, eV: 10.030
Highest occupied orbital energy, eV: -10.1

---

Arrangement ii

Below is a structure of composition H26NeO13, with properties calculated with wB97M-V/def2-TZVPD.

Structure (ORCA input):
```
! RIJCOSX wB97M-V def2-TZVPD def2/J DEFGRID3
* xyz 0 1
Ne 0.25 -0.20 -0.21
O -2.72 -1.58 -0.34
H -2.50 -0.90 0.31
H -3.16 -2.26 0.17
O -3.67 2.13 -0.14
H -3.93 2.85 0.44
H -3.29 1.48 0.45
O -1.34 -3.64 -2.13
H -0.97 -3.28 -2.93
H -1.54 -2.88 -1.59
O -0.77 -2.88 2.27
H -0.94 -3.61 2.86
H -0.93 -2.10 2.80
O 3.17 0.08 -1.33
H 2.91 -0.83 -1.15
H 3.96 0.01 -1.86
O -2.38 0.46 1.74
H -1.70 0.90 2.23
H -3.01 0.17 2.40
O -1.93 2.49 -2.20
H -1.21 2.86 -1.69
H -2.62 2.31 -1.55
O 0.76 3.20 -1.38
H 0.94 2.73 -2.19
H 1.32 2.79 -0.72
O 1.76 2.21 1.25
H 1.92 1.30 0.99
H 2.64 2.58 1.35
O 2.79 -2.76 -1.51
H 2.72 -2.75 -2.47
H 1.96 -3.12 -1.22
O -0.26 1.52 3.23
H -0.25 1.89 4.12
H 0.60 1.75 2.87
O 1.91 -1.85 2.60
H 1.29 -2.51 2.32
H 2.74 -2.09 2.18
O 1.96 1.54 -3.37
H 2.12 0.93 -2.64
H 1.41 1.05 -3.97
*
```

Results
M, g mol⁻¹: 254.38
Frontier orbital gap, eV: 9.343
Highest occupied orbital energy, eV: -9.5

---

Most stable one: arrangement i, least stable one: arrangement ii.

---

Arrangement i

Below is a structure of composition C36H31Cl2GaN3O4S2, with properties calculated with wB97M-V/def2-TZVPD.

Structure (ORCA input):
```
! RIJCOSX wB97M-V def2-TZVPD def2/J DEFGRID3
* xyz 1 1
Ga -0.19 0.27 -1.04
C -4.12 1.82 -0.26
C -3.00 1.01 -0.33
N -1.82 1.44 -0.75
C -1.67 2.74 -1.13
C -2.78 3.62 -1.13
C -4.01 3.12 -0.67
C -2.61 4.94 -1.60
C -1.38 5.31 -2.06
C -0.27 4.44 -2.04
C -0.36 3.15 -1.53
N 0.59 2.19 -1.36
C 1.96 2.34 -1.49
C 2.73 3.45 -1.83
C 4.13 3.38 -1.89
C 4.80 2.22 -1.59
C 4.06 1.09 -1.21
C 4.73 -0.12 -0.79
C 4.15 -1.21 -0.33
C 1.74 -2.45 -1.43
N 1.84 0.14 -0.79
C 2.68 1.16 -1.16
H -5.06 1.42 0.10
H -3.05 -0.03 -0.04
H -4.87 3.79 -0.66
H -3.45 5.62 -1.61
H -1.24 6.31 -2.46
H 0.64 4.82 -2.45
H 2.28 4.40 -2.05
H 4.68 4.27 -2.17
H 5.87 2.17 -1.65
H 5.82 -0.13 -0.83
H 4.54 -2.15 0.03
H 0.98 -3.05 -0.95
O -0.72 0.23 1.38
S 0.23 -0.22 2.47
C -0.56 -1.23 3.76
C -1.81 -2.01 3.32
C -1.71 -2.85 2.00
C -2.80 -2.42 0.99
S -2.54 -2.40 -0.82
O -1.45 -1.40 -1.14
C -1.79 -3.98 -1.12
C -0.89 -4.04 -2.17
C -0.35 -5.27 -2.53
C -0.73 -6.42 -1.85
C -1.66 -6.35 -0.82
C -2.20 -5.13 -0.45
C 0.59 1.27 3.39
C -0.41 2.21 3.58
C -0.10 3.38 4.25
C 1.19 3.60 4.72
C 2.18 2.65 4.51
C 1.88 1.47 3.83
H -0.75 -0.60 4.63
H 0.25 -1.93 3.98
H -2.64 -1.31 3.24
H -2.05 -2.69 4.14
H -1.82 -3.91 2.22
H -0.72 -2.75 1.54
H -3.06 -1.38 1.17
H -3.72 -3.00 1.10
H -0.64 -3.14 -2.72
H 0.34 -5.33 -3.36
H -0.32 -7.38 -2.14
H -1.98 -7.25 -0.31
H -2.94 -5.08 0.34
H -1.41 2.04 3.19
H -0.86 4.13 4.41
H 1.43 4.51 5.24
H 3.19 2.82 4.86
H 2.65 0.73 3.65
Cl 2.33 -1.39 -0.38
C 1.73 -2.17 -2.90
Cl 3.37 -1.80 -3.51
C 0.74 -1.13 -3.55
O 0.64 -1.24 -4.74
O 0.07 -0.27 -2.85
H 1.45 -3.11 -3.39
*
```

Results
M, g mol⁻¹: 774.42
Frontier orbital gap, eV: 6.599
Highest occupied orbital energy, eV: -9.1

---

Arrangement ii

Below is a structure of composition C36H31Cl2GaN3O4S2, with properties calculated with wB97M-V/def2-TZVPD.

Structure (ORCA input):
```
! RIJCOSX wB97M-V def2-TZVPD def2/J DEFGRID3
* xyz 1 1
Ga 0.21 -0.07 1.01
C -1.54 -4.00 1.84
C -1.37 -2.66 1.45
N -0.21 -2.05 1.54
C 0.87 -2.69 2.03
C 0.80 -4.03 2.44
C -0.45 -4.67 2.33
C 1.95 -4.65 2.98
C 3.09 -3.92 3.10
C 3.16 -2.57 2.70
C 2.08 -1.91 2.15
N 1.94 -0.59 1.76
C 2.76 0.47 2.13
C 4.09 0.44 2.49
C 4.76 1.60 2.94
C 4.15 2.82 2.99
C 2.81 2.91 2.54
C 2.12 4.14 2.45
C 0.84 4.18 1.96
C 0.23 2.98 1.58
N 0.85 1.82 1.67
C 2.13 1.76 2.12
H -2.51 -4.47 1.76
H -2.20 -2.07 1.07
H -0.54 -5.71 2.65
H 1.90 -5.69 3.31
H 3.97 -4.37 3.53
H 4.10 -2.07 2.84
H 4.67 -0.46 2.40
H 5.80 1.51 3.24
H 4.66 3.70 3.34
H 2.62 5.05 2.77
H 0.29 5.11 1.88
H -0.78 2.97 1.21
O 1.36 0.83 -0.69
S 1.63 1.96 -1.64
C 1.84 1.21 -3.27
C 0.80 0.13 -3.56
C 1.25 -1.25 -3.07
C 0.10 -2.25 -3.09
S -0.81 -2.21 -1.50
O -0.50 -0.86 -0.88
C -2.48 -2.09 -2.08
C -3.12 -3.26 -2.47
C -4.42 -3.17 -2.94
C -5.06 -1.94 -3.01
C -4.41 -0.79 -2.59
C -3.10 -0.86 -2.11
C 0.09 2.79 -1.99
C 0.13 3.94 -2.78
C -1.05 4.61 -3.06
C -2.25 4.15 -2.55
C -2.28 3.01 -1.75
C -1.11 2.32 -1.47
H 2.86 0.82 -3.30
H 1.78 2.06 -3.96
H 0.63 0.09 -4.64
H -0.15 0.40 -3.10
H 1.65 -1.16 -2.06
H 2.05 -1.63 -3.71
H 0.46 -3.28 -3.16
H -0.61 -2.07 -3.89
H -2.62 -4.22 -2.40
H -4.94 -4.07 -3.25
H -6.07 -1.88 -3.38
H -4.92 0.17 -2.62
H -2.58 0.03 -1.76
H 1.08 4.31 -3.16
H -1.02 5.50 -3.67
H -3.17 4.68 -2.76
H -3.22 2.67 -1.32
H -1.13 1.44 -0.86
Cl -1.59 2.60 4.22
C -1.88 0.96 3.64
Cl -0.45 -0.06 3.91
C -2.34 1.00 2.15
O -3.40 1.54 1.94
O -1.59 0.47 1.22
H -2.69 0.56 4.23
*
```

Results
M, g mol⁻¹: 774.42
Frontier orbital gap, eV: 7.161
Highest occupied orbital energy, eV: -9.7

---

Most stable one: arrangement ii, least stable one: arrangement i.